# 1
The ion C3H9N2 with charge +1 in a non-equilibrium geometry, computed with wB97M-V/def2-TZVPD.

Positions of all 14 atoms, in Å:
C 0.03731 0.08075 -1.80092
N 0.27203 0.20003 -0.51457
C 0.96429 -0.95987 -0.00260
C -0.61862 0.88909 0.39480
N -0.48766 0.33968 1.69921
H -0.98494 0.41504 -2.11812
H 0.62728 -0.35701 -2.48802
H 0.58331 -1.41444 0.96995
H 1.14521 -1.71002 -0.78680
H 2.06745 -0.70769 0.21287
H -1.58365 0.88163 -0.09555
H -0.22193 1.96716 0.14498
H -0.74318 0.90719 2.47978
H -1.05690 -0.53154 1.90501

Results
total charge: +1
SMILES string: C=[N+](C)CN
energy above the lowest of the compared OMol25 structures with the same formula, charge and spin: 72.18 kcal/mol

Results of the Löwdin charge analysis, in e, for atoms 1 through 5: 0.220 -0.134 -0.039 -0.223 0.028

# 2
The ion C3H9N2 with charge +1 in a non-equilibrium geometry, computed with wB97M-V/def2-TZVPD.

Positions of all 14 atoms, in Å:
C -0.93427 -0.97172 -0.67721
C -1.24617 -0.22549 0.51123
N 1.59531 -0.53810 -0.18741
C 1.11142 0.83156 -0.05932
N -0.18989 0.91949 0.72917
H -1.20259 -2.05012 -0.71539
H -1.10899 -0.38367 -1.60540
H 0.49131 -1.11798 -0.43218
H -2.16190 0.44206 0.55166
H -1.20763 -0.82201 1.46062
H 0.87787 1.24427 -1.03446
H 2.59672 -0.52519 0.05178
H 1.93786 1.45814 0.45391
H -0.55906 1.73876 0.95301

Results
total charge: +1
energy above the lowest of the compared OMol25 structures with the same formula, charge and spin: 171.08 kcal/mol

Results of the Löwdin charge analysis, in e, for atoms 1 through 5: 0.065 -0.174 0.039 -0.250 0.093

# 3
A cluster of 2 separate species, C3H9N2 in total in a non-equilibrium geometry, computed with wB97M-V/def2-TZVPD.

Positions of all 14 atoms, in Å:
C 1.51769 -1.18314 0.56289
C 2.48982 -0.32470 0.91789
N 0.04706 -1.00230 0.77686
H 1.63769 -2.08121 -0.06856
H 3.42676 -0.31848 0.35643
H 2.29590 0.44354 1.65159
H -0.16644 -0.23677 1.42943
H -0.34307 -0.76731 -0.12672
H -0.40781 -1.91357 1.02654
C -1.97316 1.12570 -1.22931
N -1.83295 2.30882 -1.65056
H -1.15198 0.41892 -1.36261
H -2.87010 0.67831 -0.79917
H -2.66939 2.85220 -1.48470

Results
total charge: +1
energy above the lowest of the compared OMol25 structures with the same formula, charge and spin: 69.00 kcal/mol

Results of the Löwdin charge analysis, in e, for atoms 1 through 5: -0.131 0.098 0.191 0.132 0.097

# 4
The ion C3H9N2 with charge +1 in a non-equilibrium geometry, computed with wB97M-V/def2-TZVPD.

Positions of all 14 atoms, in Å:
C 0.99243 -1.10784 -1.71988
C -0.00051 -0.27972 -1.48633
N -0.11217 0.68218 -0.38037
C 0.00718 0.03793 1.14696
N -0.99245 0.65572 1.90082
H 1.78220 -1.36292 -1.02545
H 0.97338 -1.60049 -2.68175
H -0.74911 -0.06528 -2.24067
H -1.04752 0.98080 -0.29334
H 0.57260 1.39772 -0.50457
H 1.02439 0.28747 1.43053
H -0.20418 -0.98942 0.88461
H -1.56523 0.00162 2.41925
H -0.68100 1.36221 2.55018

Results
total charge: +1
SMILES string: C=C[NH2+]CN
energy above the lowest of the compared OMol25 structures with the same formula, charge and spin: 38.45 kcal/mol

Results of the Löwdin charge analysis, in e, for atoms 1 through 5: 0.083 -0.149 0.087 -0.128 0.048

# 5
The ion C3H9N2 with charge +1 in a non-equilibrium geometry, computed with wB97M-V/def2-TZVPD.

Positions of all 14 atoms, in Å:
C -1.96508 0.49910 0.68856
C -1.05908 0.13846 -0.48251
N 0.24306 -0.41129 0.00987
C 1.41319 -0.03485 -0.46175
N 2.55379 -0.65250 -0.27016
H -1.40883 0.34783 1.60787
H -2.29982 1.52494 0.55595
H -2.84553 -0.14030 0.73381
H -1.43530 -0.67706 -1.09231
H -0.75230 0.93766 -1.15676
H 0.14030 -0.95520 0.85496
H 1.35523 1.01708 -0.75518
H 2.68631 -1.36446 0.43560
H 3.37406 -0.22941 -0.66794

Results
total charge: +1
SMILES string: CC/[NH+]=C/N
energy above the lowest of the compared OMol25 structures with the same formula, charge and spin: 15.77 kcal/mol

Results of the Löwdin charge analysis, in e, for atoms 1 through 5: -0.049 -0.176 0.041 -0.132 0.202

# 6
The ion C3H9N2 with charge +1 in a non-equilibrium geometry, computed with wB97M-V/def2-TZVPD.

Positions of all 14 atoms, in Å:
C 1.95687 0.11408 0.48676
C 0.59385 -0.51685 0.16664
N -0.52727 0.39911 0.49848
C -1.62673 0.66358 -0.15968
N -2.16955 -0.28164 -0.95876
H 2.18104 0.07479 1.55719
H 2.66947 -0.61399 0.10269
H 2.00836 1.13819 0.12775
H 0.57799 -0.59518 -0.93449
H 0.44213 -1.51858 0.54693
H -0.34977 0.92786 1.35190
H -2.10128 1.62254 0.03089
H -1.68462 -1.17915 -0.84625
H -1.97049 -0.23476 -1.97003

Results
total charge: +1
SMILES string: CC/[NH+]=C\N
energy above the lowest of the compared OMol25 structures with the same formula, charge and spin: 26.91 kcal/mol

Results of the Löwdin charge analysis, in e, for atoms 1 through 5: -0.055 -0.193 0.072 -0.102 0.151

# 7
A cluster of 2 separate species, C3H9N2O in total in a non-equilibrium geometry, computed with wB97M-V/def2-TZVPD.

Positions of all 15 atoms, in Å:
C -0.83757 -0.39704 1.06448
C -0.80596 1.03570 -1.08671
C -0.29517 0.74009 0.37738
N 1.04221 -1.83838 -0.10660
N 1.13771 0.62888 0.45931
O 1.88038 1.20758 -0.39086
H -0.71793 -1.22230 0.35316
H -0.15877 -0.77327 1.85381
H -1.82181 -0.20967 1.32853
H -0.86260 0.10307 -1.65105
H 0.11914 1.52083 -1.61218
H -1.71516 1.59706 -1.05095
H -0.32513 1.62628 1.00800
H 1.50098 -1.94718 -0.96323
H 1.85970 -2.07166 0.41690

Results
total charge: -1
energy above the lowest of the compared OMol25 structures with the same formula, charge and spin: 105.00 kcal/mol

Results of the Löwdin charge analysis, in e, for atoms 1 through 5: -0.170 -0.056 -0.519 -0.143 -0.095

# 8
The ion C3H9N2O with charge -2 in a non-equilibrium geometry, computed with wB97M-V/def2-TZVPD.

Positions of all 15 atoms, in Å:
C 0.40870 -0.33949 -0.52849
N -0.97359 -0.73387 -0.05282
C -0.95867 -1.39425 1.33458
O -0.50880 -2.63433 1.34699
C 0.69845 1.17468 -0.00196
N 0.77374 2.19235 -1.08789
H 1.18121 -1.11866 -0.31446
H 0.38190 -0.35664 -1.69037
H -1.49100 -1.36287 -0.64470
H -0.31492 -0.56592 2.00098
H -2.00573 -1.42875 1.74727
H -0.15699 1.37991 0.56631
H 1.57505 1.17200 0.62188
H 1.51944 1.90258 -1.72276
H -0.12878 2.11326 -1.57456

Results
total charge: -2
energy above the lowest of the compared OMol25 structures with the same formula, charge and spin: 21.35 kcal/mol
spin multiplicity: 2

Results of the Löwdin charge analysis, in e, for atoms 1 through 5: -0.323 -0.121 -0.621 -0.386 -0.457

# 9
The ion C3H9N2O with charge +1 in a non-equilibrium geometry, computed with wB97M-V/def2-TZVPD.

Positions of all 15 atoms, in Å:
C -1.75455 -0.23079 -1.66103
N -1.16659 0.62517 -0.69049
C -0.03645 0.40690 0.04345
O 0.66652 1.33971 0.25282
C 0.57549 -1.06314 0.41505
N 1.58921 -0.74911 1.54805
H -2.70745 -0.58441 -1.17551
H -1.07910 -0.92010 -2.01622
H -1.95775 0.34343 -2.55107
H -1.35300 1.66688 -0.94395
H 0.81151 -1.41698 -0.49141
H -0.30925 -1.56128 0.71911
H 2.04544 -1.61968 2.04973
H 1.19370 -0.23163 2.41706
H 2.35848 -0.20417 1.18196

Results
total charge: +1
SMILES string: CNC(=O)C[NH3+]
energy above the lowest of the compared OMol25 structures with the same formula, charge and spin: 59.36 kcal/mol

Results of the Löwdin charge analysis, in e, for atoms 1 through 5: -0.079 -0.006 -0.463 0.080 0.016

# 10
A cluster of 2 separate species, C3H9N2O in total in a non-equilibrium geometry, computed with wB97M-V/def2-TZVPD.

Positions of all 15 atoms, in Å:
C 1.19361 -1.59599 0.47521
C -2.32330 0.20395 -0.17772
C 1.49305 -0.24234 -0.14691
N -1.15372 0.15936 -0.78102
N 1.09396 1.18910 0.28292
O 1.52307 -1.98598 1.61214
H 0.45197 -2.32995 0.11275
H -2.29564 0.86785 0.73245
H -2.94048 -0.65929 -0.08358
H -3.00066 0.75900 -0.78417
H 1.00159 -0.35807 -1.08008
H 2.53605 -0.22657 -0.32645
H -0.34274 0.96418 -0.52958
H 1.33215 1.77678 -0.53203
H 1.43111 1.47797 1.22609

Results
total charge: +1
energy above the lowest of the compared OMol25 structures with the same formula, charge and spin: 185.25 kcal/mol

Results of the Löwdin charge analysis, in e, for atoms 1 through 5: -0.199 -0.103 -0.177 0.263 0.035

# 11
A cluster of 2 separate species, C3H9N2O in total in a non-equilibrium geometry, computed with wB97M-V/def2-TZVPD.

Positions of all 15 atoms, in Å:
C -2.80643 -0.38762 -0.56265
C -1.87462 0.74859 -0.65984
C 3.41974 -0.00240 -0.07164
N -3.09659 -0.85725 0.61054
N 2.10094 0.14121 0.45303
O -1.32547 1.20352 0.31989
H -3.22464 -0.83456 -1.45695
H -1.70920 1.13359 -1.67436
H 4.06704 0.85910 0.16046
H 3.88381 -0.88634 0.36636
H 3.37957 -0.10176 -1.15666
H -3.71644 -1.64377 0.75976
H -2.68607 -0.39339 1.42286
H 1.53620 0.86348 0.02760
H 2.05217 0.15759 1.46160

Results
total charge: +1
energy above the lowest of the compared OMol25 structures with the same formula, charge and spin: 74.59 kcal/mol

Results of the Löwdin charge analysis, in e, for atoms 1 through 5: 0.073 -0.159 -0.212 0.286 -0.094

# 12
The ion C3H9N2O with charge +1 in a non-equilibrium geometry, computed with wB97M-V/def2-TZVPD.

Positions of all 15 atoms, in Å:
C -1.57596 -0.83230 -1.26155
N -0.69101 -0.77712 -0.06653
C 0.50001 0.17434 -0.29509
C 0.69679 0.98179 0.99028
N 1.97916 1.18110 1.40670
O -0.27099 1.08169 1.71449
H -1.79237 -1.88538 -1.59535
H -1.15910 -0.26711 -2.10202
H -2.60788 -0.55254 -1.05865
H -1.17068 -0.33704 0.73817
H -0.29620 -1.68023 0.20574
H 0.17356 0.75249 -1.16603
H 1.37302 -0.46143 -0.50814
H 2.18647 1.51499 2.33160
H 2.65517 1.10675 0.66638

Results
total charge: +1
SMILES string: C[NH2+]CC(N)=O
energy above the lowest of the compared OMol25 structures with the same formula, charge and spin: 24.03 kcal/mol

Results of the Löwdin charge analysis, in e, for atoms 1 through 5: -0.003 0.026 -0.012 -0.489 0.202

# 13
A cluster of 2 separate species, C3H9N2O in total in a non-equilibrium geometry, computed with wB97M-V/def2-TZVPD.

Positions of all 15 atoms, in Å:
C -1.62559 0.34666 -0.75137
C -0.41816 -0.34119 1.43310
C 2.06011 0.85246 -0.43463
N 2.51652 -0.07661 -0.99988
N -0.46140 -0.34795 0.00495
O 2.61538 -1.03712 -1.59826
H -2.48617 -0.30857 -0.59894
H -2.02760 1.24500 -0.21514
H -1.47870 0.49130 -1.92182
H -0.28775 0.62156 2.01802
H -1.39495 -0.74076 1.72095
H 0.35435 -1.00597 1.76694
H 2.50862 1.60234 0.16871
H 0.58304 0.04412 -0.27881
H -0.45769 -1.34525 -0.31383

Results
total charge: +1
energy above the lowest of the compared OMol25 structures with the same formula, charge and spin: 127.00 kcal/mol

Results of the Löwdin charge analysis, in e, for atoms 1 through 5: 0.004 -0.072 0.114 -0.190 -0.112

# 14
A cluster of 2 separate species, C3H9N2O in total in a non-equilibrium geometry, computed with wB97M-V/def2-TZVPD.

Positions of all 15 atoms, in Å:
C -1.93922 -0.53716 0.00970
C -0.53121 -1.48340 -0.08668
C 1.12154 -1.35047 -0.06388
N 0.32854 2.21437 0.06460
N 1.62417 -0.18849 -0.02675
O -1.99220 0.62445 -0.18443
H -2.79313 -1.15736 0.22974
H -0.79094 -2.07858 -0.92636
H -0.81422 -1.89815 0.87100
H 1.61450 -2.38984 -0.10074
H 0.41608 2.87453 -0.71013
H 0.51576 2.59479 0.98723
H 1.16824 1.43472 -0.02549
H 2.70693 -0.30745 0.04269
H -0.63486 1.64805 -0.08050

Results
total charge: +1
energy above the lowest of the compared OMol25 structures with the same formula, charge and spin: 69.22 kcal/mol

Results of the Löwdin charge analysis, in e, for atoms 1 through 5: -0.147 -0.052 -0.130 0.194 0.029

# 15
A cluster of 2 separate species, C3H9N2O in total in a non-equilibrium geometry, computed with wB97M-V/def2-TZVPD.

Positions of all 15 atoms, in Å:
C -2.64449 -0.42014 0.46354
C 2.44895 -0.52008 -0.31838
C 0.64325 1.08490 -0.30226
N -1.35861 -0.53464 0.37535
N 1.60520 0.49324 0.23855
O -3.31958 0.27752 -0.35005
H -3.26340 -0.82107 1.20730
H 1.93848 -0.72112 -1.23119
H 3.40116 -0.11783 -0.50502
H 2.44967 -1.22108 0.46328
H 0.02692 1.69910 0.30733
H 0.50819 1.08777 -1.34645
H -0.87284 -1.19870 0.97073
H -3.14482 0.39648 -1.29572
H 1.58191 0.51564 1.32299

Results
total charge: +1
energy above the lowest of the compared OMol25 structures with the same formula, charge and spin: 65.65 kcal/mol

Results of the Löwdin charge analysis, in e, for atoms 1 through 5: -0.349 0.016 0.105 0.085 -0.039

Q: Which total energy values were calculated for the entries above? A: -6227.9186; -6223.6295; -6228.0562; -6229.3810; -6230.3645; -6229.8813; -8280.3873; -8278.8873; -8276.4997; -8271.0408; -8275.8392; -8278.0318; -8273.5668; -8276.0723; -8276.2270, in eV.